1.
{
  "formula": "C15H24BF2NO11",
  "method": "ωB97M-V/def2-TZVPD",
  "symbols": ["F", "F", "O", "O", "O", "O", "O", "O", "O", "O", "O", "O", "O", "N", "C", "C", "C", "C", "C", "C", "C", "C", "C", "C", "C", "C", "C", "C", "C", "B", "H", "H", "H", "H", "H", "H", "H", "H", "H", "H", "H", "H", "H", "H", "H", "H", "H", "H", "H", "H", "H", "H", "H", "H"],
  "positions_angstrom": [[1.088, 1.181, -6.714], [4.393, -3.045, 3.700], [4.024, 1.378, 3.823], [3.785, -0.890, 3.725], [1.533, 0.974, -0.667], [-1.017, -2.927, 1.916], [0.990, -1.469, -4.563], [0.127, -0.929, -0.215], [-1.271, -1.755, -4.363], [-0.418, -0.010, -5.562], [-2.836, -3.127, 0.177], [5.796, 0.040, 3.276], [-5.539, 0.754, 2.068], [1.656, 3.080, 2.912], [-4.762, 1.289, 0.931], [4.577, -1.859, 3.077], [0.860, 0.250, 0.271], [5.968, -1.363, 3.276], [4.494, 0.270, 3.627], [0.862, 0.578, -5.525], [0.907, 2.393, 1.969], [-0.051, 3.279, 0.929], [-3.367, 0.511, -1.210], [-1.333, -0.822, 0.112], [1.775, -0.586, -5.338], [-4.541, 0.058, -0.159], [-0.316, -1.132, -4.795], [-2.089, -0.510, -1.310], [0.990, 0.739, 1.837], [-1.724, -2.322, 0.752], [-0.790, 2.507, 0.450], [-5.865, 1.521, 2.638], [-3.078, 1.639, -0.995], [2.057, 0.404, 2.206], [6.396, -1.676, 4.235], [-3.871, 0.525, -2.292], [-5.475, 2.067, 0.375], [-1.282, 0.034, -2.000], [-2.390, -1.489, -1.921], [2.239, 2.395, 3.477], [-1.508, -3.797, 2.122], [-5.569, -0.011, -0.763], [-2.618, -3.351, -0.792], [-3.760, 1.777, 1.300], [-4.391, -0.992, 0.335], [2.042, -1.071, -6.282], [0.213, 0.258, 2.568], [0.905, 1.316, -4.718], [4.275, -1.939, 2.027], [0.686, 3.614, 0.057], [2.693, -0.313, -4.811], [-0.560, 4.175, 1.483], [6.640, -1.676, 2.473], [-1.554, 0.057, 0.872]],
  "mulliken_charge": [-0.293, -0.290, -0.570, -0.275, -0.572, -0.555, -0.298, -0.347, -0.555, -0.290, -0.586, -0.303, -0.532, -0.757, -0.289, 0.328, 0.267, -0.452, 0.696, 0.319, 0.389, -0.407, -0.804, 0.141, -0.413, -0.456, 0.718, -0.086, 0.458, 0.618, -0.109, 0.316, 0.297, -0.447, 0.280, 0.310, 0.267, -0.022, 0.180, 0.366, 0.313, 0.348, 0.344, 0.151, 0.222, 0.283, 0.301, 0.273, 0.300, 0.233, 0.272, 0.320, 0.279, 0.119],
  "homo_energy_ha": -0.359,
  "smiles": "[H]/N=C(/C)CC(=O)O[C@@H](CCCCO)B(O)O.O=C1OC[C@@H](F)O1.O=C1OC[C@@H](F)O1"
}

=====

2.
{
  "formula": "C15H24BF7NPdSSb",
  "method": "ωB97M-V/def2-TZVPD",
  "symbols": ["Sb", "Pd", "S", "F", "F", "F", "F", "F", "F", "F", "N", "C", "C", "C", "C", "C", "C", "C", "C", "C", "C", "C", "C", "C", "C", "C", "B", "H", "H", "H", "H", "H", "H", "H", "H", "H", "H", "H", "H", "H", "H", "H", "H", "H", "H", "H", "H", "H", "H", "H", "H"],
  "positions_angstrom": [[1.321, -0.193, -0.185], [-1.034, 0.778, -0.241], [-2.148, -1.102, 0.407], [1.362, 3.012, -0.926], [-6.033, -1.219, 2.387], [-6.450, -1.765, 0.338], [-0.146, 4.654, -1.514], [-0.636, 3.164, 0.188], [-4.597, -2.393, 1.267], [-0.614, 2.426, -1.949], [-3.002, 1.201, -0.049], [-5.465, -1.381, 1.175], [-3.483, 0.020, 0.374], [-3.759, 2.285, -0.146], [0.867, -0.323, 2.804], [1.112, -2.328, -0.369], [2.400, -3.130, -0.229], [4.311, -0.164, -0.782], [2.405, 1.520, 2.038], [-4.830, -0.105, 0.704], [-5.105, 2.232, 0.167], [2.814, 0.043, -2.817], [1.980, 0.066, 1.836], [3.016, 0.408, -1.351], [0.378, -2.681, -1.662], [-5.633, 1.022, 0.591], [0.015, 3.374, -1.071], [2.787, -1.040, -2.962], [4.352, -1.249, -0.866], [0.556, -1.363, 2.692], [1.018, -2.519, -2.531], [2.952, -2.886, 0.680], [1.891, 0.468, -3.216], [4.462, 0.100, 0.265], [-5.719, 3.116, 0.080], [2.833, -0.603, 1.980], [-6.684, 0.945, 0.843], [5.157, 0.239, -1.346], [2.775, 1.666, 3.056], [3.644, 0.431, -3.413], [1.557, 2.194, 1.891], [2.171, -4.199, -0.198], [-0.532, -2.096, -1.798], [3.005, 1.491, -1.247], [0.462, -2.554, 0.483], [1.208, -0.183, 3.834], [3.060, -2.968, -1.083], [3.191, 1.835, 1.350], [-3.266, 3.188, -0.482], [-0.016, 0.303, 2.659], [0.094, -3.737, -1.657]],
  "mulliken_charge": [1.107, 0.125, -0.572, -0.304, -0.254, -0.254, -0.297, -0.434, -0.246, -0.495, -0.442, 0.608, 1.432, -0.196, -1.509, 0.425, -1.547, -1.287, -1.400, -0.130, -1.022, -1.499, 0.302, 0.499, -1.415, -0.466, 0.674, 0.270, 0.215, 0.359, 0.305, 0.352, 0.363, 0.278, 0.408, 0.420, 0.451, 0.470, 0.460, 0.440, 0.273, 0.445, 0.236, 0.283, 0.368, 0.435, 0.298, 0.308, 0.500, 0.236, 0.422],
  "homo_energy_ha": -0.323,
  "relative_energy_ev": 0.0635
}

=====

3.
{
  "formula": "C15H24BN5O2S",
  "method": "ωB97M-V/def2-TZVPD",
  "symbols": ["S", "O", "O", "N", "N", "N", "N", "N", "C", "C", "C", "C", "C", "C", "C", "C", "C", "C", "C", "C", "C", "C", "C", "B", "H", "H", "H", "H", "H", "H", "H", "H", "H", "H", "H", "H", "H", "H", "H", "H", "H", "H", "H", "H", "H", "H", "H", "H"],
  "positions_angstrom": [[-1.073, 0.381, 3.977], [0.557, -2.873, 1.678], [1.463, -2.179, -0.120], [0.480, -2.607, 4.307], [1.526, -0.557, -2.999], [1.610, -2.219, 1.091], [1.198, 1.736, 5.906], [-2.488, -1.616, -6.371], [-3.657, -1.024, -6.774], [-0.139, -0.457, 2.585], [-2.059, -2.482, -7.343], [0.880, -0.383, -5.119], [2.501, 0.150, -3.654], [-3.982, -1.526, -8.014], [2.128, 0.269, -4.973], [0.820, 2.000, 7.196], [-0.755, 2.861, 2.377], [2.534, 2.006, 5.760], [-2.971, -2.449, -8.374], [1.930, 2.435, 7.885], [0.531, -0.882, -3.884], [3.015, 2.439, 6.975], [-1.872, 1.891, 3.144], [0.295, -2.020, 2.890], [1.538, -0.800, -2.017], [3.376, 0.505, -3.126], [-2.015, -1.440, -5.493], [1.956, 2.720, 8.928], [-0.204, 1.855, 7.514], [0.880, 0.132, 2.393], [-4.157, -0.300, -6.144], [0.586, 1.396, 5.174], [-2.631, 1.504, 2.308], [0.179, 2.247, 1.980], [-2.913, -3.026, -9.288], [0.299, -0.478, -6.027], [-0.739, -0.476, 1.554], [-1.145, -3.047, -7.217], [4.037, 2.728, 7.184], [2.692, 0.773, -5.747], [-0.338, -1.439, -3.560], [0.561, -3.651, 4.127], [-4.853, -1.256, -8.597], [3.027, 1.866, 4.807], [-1.350, 3.384, 1.499], [-0.319, 3.701, 3.072], [-2.417, 2.520, 3.983], [1.475, -2.315, 4.548]],
  "mulliken_charge": [-0.122, -0.283, -0.350, -0.660, 0.076, 0.209, 0.234, 0.059, -0.557, -0.582, -0.239, -0.086, -0.487, -0.352, -0.737, -0.366, -0.745, -0.479, -0.583, -0.576, -0.360, -0.442, -0.399, 0.584, 0.187, 0.359, 0.203, 0.372, 0.357, 0.276, 0.344, 0.081, 0.307, 0.166, 0.383, 0.381, 0.228, 0.367, 0.382, 0.373, 0.330, 0.280, 0.381, 0.348, 0.283, 0.268, 0.293, 0.296],
  "homo_energy_ha": -0.300,
  "relative_energy_ev": 2.3084,
  "smiles": "CCSCB(N)ON=O.c1cc[nH]c1.c1cc[nH]c1.c1cc[nH]c1"
}

=====

4.
{
  "formula": "C15H24BrClFNO11S",
  "method": "ωB97M-V/def2-TZVPD",
  "symbols": ["Br", "Cl", "S", "F", "O", "O", "O", "O", "O", "O", "O", "O", "O", "O", "O", "N", "C", "C", "C", "C", "C", "C", "C", "C", "C", "C", "C", "C", "C", "C", "C", "H", "H", "H", "H", "H", "H", "H", "H", "H", "H", "H", "H", "H", "H", "H", "H", "H", "H", "H", "H", "H", "H", "H", "H"],
  "positions_angstrom": [[-0.829, 1.537, 0.886], [-3.001, -0.787, -2.787], [-2.981, -0.944, 0.355], [-2.362, -1.021, 1.788], [2.042, 0.428, 3.615], [1.400, 2.510, 4.052], [-3.269, 3.058, -3.505], [3.717, -2.271, -2.372], [-3.975, 4.939, -2.554], [5.097, -1.444, -0.796], [3.396, -2.742, -0.195], [-3.690, 0.278, 0.282], [2.608, 2.084, 2.199], [-2.861, 5.033, -4.509], [-3.614, -2.189, 0.137], [-1.565, -0.941, -0.492], [-1.675, -1.531, -1.836], [-3.723, 2.686, -2.200], [-1.741, -3.049, -1.906], [4.186, -2.566, 0.986], [-3.321, 4.407, -3.614], [-4.578, 3.877, -1.808], [0.778, -0.216, -0.558], [0.700, 1.684, 4.989], [-0.666, 0.262, -0.555], [2.071, 1.717, 3.191], [4.044, -2.166, -1.236], [5.022, -1.349, 0.632], [-0.622, -3.733, -1.106], [1.778, 0.914, -0.862], [1.506, 0.398, 4.943], [4.527, -0.412, 0.895], [-2.729, -3.398, -1.625], [0.122, -4.165, -1.773], [2.528, 0.568, -1.572], [-0.879, 0.778, -1.492], [-0.768, -1.210, -2.340], [-4.551, 4.106, -0.747], [4.791, -3.461, 1.138], [6.023, -1.364, 1.054], [-0.323, 1.545, 4.636], [3.536, -2.414, 1.844], [2.295, 1.208, 0.050], [-1.619, -3.280, -2.965], [0.889, -1.044, -1.259], [-5.615, 3.767, -2.131], [0.984, -0.643, 0.427], [-2.857, 2.567, -1.545], [-1.030, -4.555, -0.520], [2.333, 0.399, 5.654], [-0.120, -3.050, -0.425], [0.909, -0.499, 5.078], [1.263, 1.784, -1.266], [0.689, 2.163, 5.963], [-4.268, 1.749, -2.243]],
  "mulliken_charge": [-0.060, -0.159, 1.002, -0.201, -0.273, -0.335, -0.306, -0.526, -0.340, -0.360, -0.320, -0.472, -0.517, -0.532, -0.599, 0.666, -0.495, 0.224, -0.660, -0.284, 0.577, -0.326, -0.014, -0.335, -0.980, 0.612, 0.692, -0.140, -1.082, -1.320, -0.297, 0.112, 0.373, 0.327, 0.355, 0.548, 0.517, 0.291, 0.282, 0.320, 0.238, 0.255, 0.143, 0.488, 0.236, 0.256, 0.427, -0.121, 0.319, 0.273, 0.207, 0.294, 0.470, 0.302, 0.249],
  "homo_energy_ha": -0.388,
  "smiles": "CC[C@@H](Cl)N([C@@H](Br)CC)S(=O)(=O)F.O=C1OCCO1.O=C1OCCO1.O=C1OCCO1"
}

=====

5.
{
  "formula": "C15H24BrNO3PtS3",
  "method": "ωB97M-V/def2-TZVPD",
  "symbols": ["Pt", "Br", "S", "S", "S", "O", "O", "O", "N", "C", "C", "C", "C", "C", "C", "C", "C", "C", "C", "C", "C", "C", "C", "C", "H", "H", "H", "H", "H", "H", "H", "H", "H", "H", "H", "H", "H", "H", "H", "H", "H", "H", "H", "H", "H", "H", "H", "H"],
  "positions_angstrom": [[-0.397, 0.746, 0.838], [7.116, -2.487, 2.079], [-2.620, 1.478, 0.484], [-1.059, -0.421, 2.788], [0.095, 2.643, 2.112], [0.145, -0.946, -2.402], [-1.546, 0.914, -5.229], [0.042, -0.928, -1.090], [3.092, -2.064, 2.079], [-0.566, 1.611, -6.173], [2.714, -3.277, 2.530], [4.385, -1.871, 1.947], [-1.452, -0.324, -5.366], [4.937, -4.143, 2.735], [-0.906, 0.880, 4.071], [-3.465, 0.822, 1.973], [-0.522, -0.772, -6.413], [0.191, 1.886, 3.764], [-1.525, 3.504, 2.141], [-2.371, 3.236, 0.903], [5.362, -2.879, 2.268], [3.590, -4.332, 2.861], [-0.254, 0.531, -7.192], [-2.855, -0.473, 2.485], [-3.359, 3.686, 1.015], [-4.498, 0.635, 1.675], [-0.677, 0.362, 5.004], [-1.293, 4.569, 2.188], [0.266, 1.880, -5.527], [-3.482, 1.605, 2.728], [-2.985, -1.289, 1.773], [1.181, 1.429, 3.790], [5.658, -4.912, 2.982], [1.648, -3.428, 2.645], [0.186, 2.696, 4.497], [-1.919, 3.666, 0.008], [0.380, -1.210, -5.966], [-1.878, 1.354, 4.191], [0.469, -1.853, -2.585], [-2.040, 3.242, 3.063], [-0.987, -1.579, -6.986], [-3.337, -0.778, 3.417], [-1.090, 2.494, -6.523], [-2.160, -0.928, -4.801], [3.185, -5.271, 3.216], [-0.906, 0.592, -8.060], [4.731, -0.905, 1.596], [0.776, 0.609, -7.530]],
  "lowdin_spin": [1.079, 0.368, 0.246, 0.242, 0.228, 0.335, 0.000, 0.704, 0.010, 0.000, 0.199, 0.164, 0.000, 0.043, 0.018, 0.021, 0.000, 0.025, 0.018, 0.027, 0.183, 0.025, 0.000, 0.026, 0.005, 0.004, 0.004, 0.004, 0.000, 0.000, 0.001, 0.001, -0.001, 0.008, 0.005, 0.001, 0.000, 0.000, -0.001, 0.000, 0.000, 0.005, 0.000, 0.000, -0.001, 0.000, 0.003, 0.000],
  "homo_energy_ha": [-0.728, -0.767],
  "relative_energy_ev": 0.0000,
  "spin_multiplicity": 5,
  "charge": 4
}